(one)
# C5H14NO2

A 2-piece molecular cluster, C5H14NO2 overall (wB97M-V/def2-TZVPD, the OMol25 dataset).

Last column: Löwdin charge in e.
CARTESIAN COORDINATES (ANGSTROEM)
C 3.275 0.112 -0.240  -0.166
N 1.958 0.637 -0.539  -0.114
C 0.894 0.095 0.320  -0.429
C -0.299 1.038 0.277  -0.165
C -1.436 0.627 1.282  -0.380
O -2.237 -0.413 0.834  -0.328
C 0.566 -1.374 0.001  -0.059
H 3.341 -0.973 -0.399  0.064
H 3.478 0.262 0.828  0.069
H 4.085 0.676 -0.704  0.063
H 1.777 0.596 -1.530  0.098
H 1.325 0.092 1.333  0.125
H 0.044 2.062 0.440  0.094
H -0.766 0.987 -0.710  0.095
H -0.908 0.241 2.168  0.086
H -2.068 1.522 1.469  0.089
H -0.425 -1.644 0.368  0.062
H 1.284 -2.099 0.380  0.056
H 0.547 -1.416 -1.092  0.074
H -2.644 -0.383 -0.440  -0.011
H -2.058 -1.106 -1.684  -0.031
O -2.705 -0.369 -1.590  -0.291

Properties
Net charge: -1
Gap between HOMO and LUMO: 7.1 eV

***

(two)
# C5H14NO2

A 3-piece molecular cluster, C5H14NO2 overall (wB97M-V/def2-TZVPD, the OMol25 dataset).

Last column: Löwdin charge in e.
CARTESIAN COORDINATES (ANGSTROEM)
C 0.597 1.566 -1.332  -0.052
O 1.382 2.695 1.138  -0.219
C -0.352 0.475 -0.748  -0.433
C 0.031 0.256 0.701  -0.394
C 1.421 -0.411 0.865  -0.081
C -0.999 -0.417 1.590  -0.058
N -0.326 -0.647 -1.695  0.018
H 0.809 2.199 -0.430  0.017
H 1.582 1.153 -1.548  0.071
H -1.327 0.974 -0.819  0.136
H 0.303 1.284 1.062  0.068
H 1.889 -0.121 1.804  0.071
H 1.351 -1.505 0.830  0.083
H 2.120 -0.167 0.065  0.061
H -1.633 0.360 2.036  0.075
H -0.464 -0.942 2.384  0.069
H -1.595 -1.146 1.025  0.056
H 0.046 2.073 -2.115  0.074
H 0.573 -1.119 -1.668  0.050
H -2.592 -2.516 -1.153  -0.123
H -1.054 -1.373 -1.309  0.007
O -1.761 -2.672 -0.683  -0.496

Properties
Net charge: -1
Gap between HOMO and LUMO: 3.7 eV

***

(three)
# C5H14NO2

A 2-piece molecular cluster, C5H14NO2 overall (wB97M-V/def2-TZVPD, the OMol25 dataset).

Last column: Löwdin charge in e.
CARTESIAN COORDINATES (ANGSTROEM)
C -2.483 1.435 0.022  -0.136
N -1.662 1.053 1.181  -0.119
C -0.376 0.415 0.857  -0.430
C -0.512 -0.863 0.050  -0.192
C 0.628 -1.921 0.346  -0.468
O 1.894 -1.620 -0.038  -0.328
C 0.563 1.398 0.195  -0.079
H -2.610 0.640 -0.694  0.058
H -1.951 2.283 -0.409  0.066
H -3.416 1.830 0.441  0.069
H -2.150 0.490 1.863  0.086
H 0.012 0.130 1.833  0.128
H -1.396 -1.477 0.270  0.097
H -0.493 -0.656 -1.031  0.089
H 0.573 -1.975 1.467  0.081
H 0.241 -2.868 -0.095  0.078
H 0.397 1.463 -0.884  0.062
H 1.604 1.083 0.262  0.075
H 0.425 2.414 0.582  0.071
H 2.050 -0.502 -1.183  -0.021
H 1.126 -0.198 -2.258  -0.014
O 2.077 -0.071 -2.113  -0.172

Properties
Net charge: -1
Gap between HOMO and LUMO: 6.9 eV

***

We find (one) to be the most stable, with the next structure 0.120 eV higher.